# 1
# C32H46BrN3P2STi

A molecular structure, C32H46BrN3P2STi (ωB97M-V/def2-TZVPD, OMol25).

Its expectation value of S² is 2.015. The energy above the lowest of the compared OMol25 structures with the same formula, charge and spin comes out at 213.1 kJ/mol. The highest occupied orbital energy (alpha / beta) is -11.7 / -11.7 eV. The LUMO energy (alpha / beta) is -7.919 / -7.812 eV. As for the energy: -160952.987 eV.

Structure (ORCA input):
```
! RIJCOSX wB97M-V def2-TZVPD def2/J DEFGRID3
* xyz 2 3
N 3.42 -7.98 1.04
C 2.13 -7.81 1.38
C 1.56 -6.54 1.53
C 2.36 -5.39 1.35
C 3.72 -5.59 0.99
C 4.20 -6.90 0.86
C 1.74 -4.09 1.42
Ti -0.30 -0.22 0.58
P -1.39 3.65 -3.47
C 2.31 -2.93 0.98
C 1.49 -2.07 0.16
C 1.90 -1.63 -1.12
C 0.95 -1.21 -2.09
C -0.36 -1.35 -1.72
C -0.87 -2.04 -0.62
C 0.06 -2.18 0.48
Br -1.04 1.01 -1.41
H 0.67 -4.16 1.66
H 3.40 -2.79 1.05
H 0.51 -6.45 1.78
H 4.38 -4.74 0.80
H 1.52 -8.71 1.51
H 5.24 -7.07 0.58
H 2.96 -1.73 -1.38
H -0.26 -2.65 1.42
H 1.25 -0.83 -3.06
H -1.87 -2.46 -0.51
P 1.46 1.31 1.39
C -2.22 2.12 -4.06
C -2.59 2.20 -5.53
H -3.12 1.97 -3.45
H -1.53 1.28 -3.88
H -3.27 1.38 -5.79
H -3.12 3.14 -5.73
H -1.71 2.14 -6.18
C 0.41 3.22 -3.38
C 1.26 4.29 -4.09
H 0.56 2.23 -3.83
H 0.69 3.15 -2.32
H 2.28 3.90 -4.26
H 0.84 4.56 -5.06
H 1.33 5.19 -3.47
C -1.91 4.10 -1.76
C -2.90 5.28 -1.75
H -1.01 4.41 -1.23
H -2.31 3.21 -1.26
H -2.93 5.72 -0.75
H -2.54 6.05 -2.44
H -3.92 5.00 -2.03
C 1.05 2.87 2.30
C 1.91 3.21 3.51
H -0.02 2.87 2.57
H 1.15 3.67 1.54
H 1.78 2.50 4.34
H 2.98 3.24 3.26
H 1.63 4.20 3.89
C 2.51 2.01 0.05
C 3.67 1.15 -0.44
H 2.89 2.96 0.44
H 1.83 2.25 -0.78
H 4.33 0.84 0.38
H 3.32 0.26 -0.97
H 4.26 1.74 -1.15
C 2.57 0.33 2.46
C 1.88 -0.58 3.49
H 3.21 1.06 2.98
H 3.23 -0.27 1.83
H 1.79 -1.61 3.12
H 2.51 -0.64 4.39
H 0.88 -0.25 3.79
N -1.20 0.39 3.56
C -2.31 -0.04 2.86
N -2.26 -0.33 1.56
C -3.56 -0.66 1.08
C -3.95 -1.09 -0.20
C -5.17 -1.76 -0.36
C -6.04 -1.93 0.72
C -5.72 -1.38 1.97
C -4.50 -0.73 2.12
S -3.85 -0.07 3.62
H -1.46 0.58 4.54
H -0.75 1.23 3.19
H -3.29 -0.87 -1.04
H -5.45 -2.16 -1.33
H -6.97 -2.48 0.60
H -6.37 -1.47 2.83
*
```

Here are the Löwdin charges for atoms 1 to 2, given in e: N 0.084; C -0.099


# 2
# C32H46Cl2F9N9O4S

10 unconnected molecules or ions with the total composition C32H46Cl2F9N9O4S (ωB97M-V/def2-TZVPD, OMol25).

The structure (SMILES) is CCOCCOCC(=O)O[C@H](CCC(F)(F)C(F)(F)S(F)(F)(F)(F)F)/C(Cl)=C(/C)Cl.CC#N.CC#N.CC#N.CC#N.CC#N.CC#N.CC#N.CC#N.CC#N. The highest occupied orbital energy is -9.4 eV. The LUMO energy is -3.260 eV. As for the energy: -115845.707 eV.

Structure (ORCA input):
```
! RIJCOSX wB97M-V def2-TZVPD def2/J DEFGRID3
* xyz 0 1
C 3.69 -1.48 1.09
C 3.65 -0.15 0.09
O 3.13 -0.57 -1.22
C 3.45 0.39 -2.29
C 2.94 1.93 -2.01
O 1.58 2.05 -1.47
C 0.55 1.97 -2.52
C -0.34 0.58 -2.26
O 0.11 -0.21 -1.29
O -1.50 0.33 -3.14
C -2.77 0.29 -2.40
C -2.92 1.39 -1.20
C -2.63 0.81 0.31
C -1.89 2.00 1.23
F -2.39 3.36 0.92
F -0.46 1.99 0.72
C -1.79 1.63 2.82
F -1.60 0.15 2.93
F -0.51 2.23 3.34
S -3.23 2.11 3.89
F -4.38 2.06 2.63
F -2.95 3.79 3.76
F -2.16 2.10 5.25
F -3.49 0.42 4.18
F -4.51 2.46 4.97
C -3.04 -1.27 -1.96
Cl -1.81 -2.66 -2.30
C -4.32 -1.73 -1.28
C -4.52 -3.35 -0.90
Cl -5.72 -0.59 -0.89
H 4.45 -2.29 0.71
H 4.03 -1.20 2.19
H 2.64 -2.00 1.20
H 4.75 0.27 -0.05
H 2.93 0.63 0.65
H 2.93 -0.01 -3.27
H 4.63 0.37 -2.42
H 3.67 2.39 -1.20
H 3.05 2.61 -2.98
H 1.08 1.79 -3.57
H -0.12 2.93 -2.60
H -3.62 0.56 -3.20
H -4.06 1.74 -1.21
H -2.31 2.39 -1.45
H -3.66 0.47 0.76
H -1.93 -0.14 0.35
H -4.70 -3.96 -1.91
H -3.58 -3.82 -0.40
H -5.44 -3.52 -0.20
C -1.06 0.82 8.19
C -0.38 1.98 8.90
N 0.19 2.94 9.48
H -1.95 0.52 8.75
H -1.36 1.12 7.19
H -0.37 -0.03 8.12
C 1.08 5.42 -4.86
C 0.79 3.99 -5.29
N 0.56 2.81 -5.65
H 0.71 6.12 -5.62
H 0.58 5.63 -3.91
H 2.15 5.57 -4.74
C 4.03 4.75 1.60
C 4.73 5.15 0.31
N 5.31 5.47 -0.76
H 4.08 3.67 1.73
H 4.53 5.24 2.45
H 2.99 5.07 1.57
C 1.72 -5.09 1.36
C 3.04 -5.09 0.61
N 4.13 -5.10 -0.01
H 0.88 -5.11 0.65
H 1.66 -5.96 2.02
H 1.64 -4.18 1.97
C 6.22 -7.60 -1.16
C 7.54 -7.61 -1.91
N 8.63 -7.61 -2.54
H 5.38 -7.63 -1.87
H 6.16 -8.48 -0.51
H 6.14 -6.70 -0.55
C 2.93 5.38 -8.71
C 1.64 6.17 -8.57
N 0.57 6.83 -8.46
H 2.93 4.54 -8.00
H 3.02 4.99 -9.72
H 3.78 6.03 -8.49
C -2.49 -4.12 -6.37
C -3.74 -4.61 -5.67
N -4.78 -5.03 -5.08
H -2.34 -4.66 -7.31
H -2.58 -3.05 -6.58
H -1.61 -4.27 -5.73
C -4.89 0.01 7.29
C -6.14 -0.49 8.00
N -7.18 -0.91 8.58
H -4.74 -0.54 6.35
H -4.98 1.07 7.08
H -4.01 -0.15 7.93
C -1.72 -2.77 4.67
C -1.60 -3.69 3.48
N -1.49 -4.46 2.48
H -2.21 -3.29 5.50
H -0.73 -2.44 5.00
H -2.31 -1.89 4.41
*
```

Here are the Löwdin charges for atoms 1 to 2, given in e: C -0.104; C -0.243


# 3
# C32H46Cl2O5P4Sn

A molecular structure, C32H46Cl2O5P4Sn (ωB97M-V/def2-TZVPD, OMol25).

The highest occupied orbital energy (alpha / beta) is -11.7 / -11.7 eV. The LUMO energy (alpha / beta) is -7.560 / -7.561 eV. As for the energy: -112171.609 eV.

Structure (ORCA input):
```
! RIJCOSX wB97M-V def2-TZVPD def2/J DEFGRID3
* xyz 2 1
P -1.44 3.03 -2.47
C -2.92 2.03 -2.57
C -3.87 3.05 -2.30
H -3.55 3.91 -1.70
C -5.11 3.04 -2.92
H -5.76 3.90 -2.80
C -5.47 1.92 -3.68
H -6.45 1.92 -4.17
C -4.61 0.83 -3.80
H -4.95 -0.04 -4.37
C -3.32 0.85 -3.23
H -2.67 -0.02 -3.30
C -1.01 3.26 -0.70
C -1.77 3.02 0.47
H -2.55 2.25 0.49
C -1.54 3.79 1.62
H -2.15 3.67 2.53
C -0.53 4.76 1.63
H -0.38 5.41 2.50
C 0.32 4.90 0.53
H 1.11 5.65 0.51
C 0.13 4.09 -0.58
H 0.79 4.17 -1.45
C -0.05 2.20 -3.35
C -0.20 3.09 -4.43
H -1.10 3.74 -4.41
C 0.76 3.20 -5.42
H 0.60 3.94 -6.21
C 1.87 2.35 -5.37
H 2.61 2.44 -6.17
C 2.01 1.42 -4.34
H 2.89 0.76 -4.36
C 1.06 1.33 -3.30
H 1.19 0.56 -2.53
Sn -0.20 -2.92 0.90
C 1.40 -1.52 1.89
C 1.69 -0.20 1.77
H 2.02 -2.04 2.63
C 1.15 0.78 0.74
O 2.15 1.18 -0.24
H 1.75 1.69 -0.99
C 0.18 0.00 0.06
H 0.54 1.61 1.20
C -0.41 -1.18 0.03
Cl -2.12 -3.66 -0.45
P 1.49 -3.48 -0.94
P -2.03 -1.87 2.50
C 0.97 -5.15 -1.40
H -0.11 -5.13 -1.57
H 1.19 -5.85 -0.58
H 1.50 -5.44 -2.32
C 1.77 -2.55 -2.48
H 2.46 -1.71 -2.32
H 0.81 -2.14 -2.84
H 2.18 -3.23 -3.26
C 3.10 -3.65 -0.11
H 3.00 -4.34 0.74
H 3.43 -2.67 0.25
H 3.83 -4.05 -0.84
C -2.80 -3.41 3.04
H -2.13 -3.93 3.75
H -2.97 -4.04 2.16
H -3.75 -3.13 3.52
C -1.29 -1.12 3.98
H -0.85 -0.14 3.72
H -0.50 -1.77 4.37
H -2.08 -0.99 4.73
C -3.35 -0.76 1.94
H -3.64 -1.03 0.91
H -3.00 0.29 1.95
H -4.20 -0.89 2.62
P 2.98 0.66 2.73
C 3.48 -0.28 4.16
C 2.38 2.27 3.28
H 3.81 -1.29 3.89
H 2.67 -0.37 4.88
H 4.32 0.18 4.69
H 2.11 2.91 2.43
H 3.13 2.80 3.88
H 1.49 2.13 3.91
C 4.45 0.98 1.73
H 4.88 0.04 1.37
H 5.23 1.51 2.28
H 4.16 1.59 0.86
H -1.12 -1.24 -0.83
O -0.04 -6.25 3.53
Cl 0.16 -5.66 2.25
O 1.39 -6.05 1.60
O -0.97 -5.79 1.36
O 0.31 -4.10 2.57
*
```

Here are the Löwdin charges for atoms 1 to 2, given in e: P 1.075; C -0.366